# 1
This record from the OMol25 dataset describes a 2-piece molecular cluster, CHClO3S overall. The level of theory is ωB97M-V/def2-TZVPD.

## Properties
- LUMO: -0.3 eV
- Net charge: 0
- Energy above the lowest of the compared OMol25 structures with the same formula, charge and spin: 31.18 kcal per mole
- Highest occupied orbital energy: -11.15 eV
- Kohn-Sham gap: 10.821 eV

Structure (XYZ):
```
7
CHClO3S | the OMol25 dataset | ωB97M-V/def2-TZVPD
C -2.39 3.67 0.33
O -1.45 3.09 0.13
O 0.82 -0.70 1.55
O 2.34 -0.18 -0.18
S 1.00 -0.28 0.22
Cl 0.15 -2.59 -0.48
H -0.47 -3.01 -1.57
```

Electronic structure analysis, natural (NBO) charges in units of e: number 1, C, carries 0.502; number 2, O, carries -0.504; number 3, O, carries -0.877; number 4, O, carries -0.863; number 5, S, carries 1.684; number 6, Cl, carries -0.235; number 7, H, carries 0.293

---

# 2
This record from the OMol25 dataset describes CHF3NO4PbS2 as an isolated structure. The level of theory is ωB97M-V/def2-TZVPD.

## Properties
- LUMO: 3.3 eV
- Net charge: -1
- Energy above the lowest of the compared OMol25 structures with the same formula, charge and spin: 0.00 kcal per mole
- Highest occupied orbital energy: -3.56 eV
- Kohn-Sham gap: 6.857 eV

Structure (XYZ):
```
13
CHF3NO4PbS2 | the OMol25 dataset | ωB97M-V/def2-TZVPD
N -0.74 -1.15 -1.41
S -1.21 0.35 -2.08
O -1.68 1.36 -0.82
S 0.49 -1.18 -0.44
O 1.04 0.17 -0.04
O 1.53 -2.17 -0.73
C -0.24 -1.80 1.16
F -1.24 -1.02 1.54
F -0.70 -3.03 0.98
F 0.68 -1.81 2.11
Pb 0.16 2.05 -0.46
O 0.64 3.80 0.26
H 1.26 4.44 -0.08
```

Electronic structure analysis, Mulliken charges in units of e: number 1, N, carries -0.467; number 2, S, carries 0.025; number 3, O, carries -0.530; number 4, S, carries 0.933; number 5, O, carries -0.538; number 6, O, carries -0.649; number 7, C, carries 0.723; number 8, F, carries -0.228; number 9, F, carries -0.237; number 10, F, carries -0.236; number 11, Pb, carries 0.731; number 12, O, carries -0.749; number 13, H, carries 0.223

---

# 3
This record from the OMol25 dataset describes an isolated ion of composition C7H6NO2 and charge -1. The level of theory is ωB97M-V/def2-TZVPD.

## Properties
- LUMO: 3.3 eV
- Net charge: -1
- Structure (SMILES): CN1C[C@]2(C1=O)C1=C([O-])[C@H]12
- Energy above the lowest of the compared OMol25 structures with the same formula, charge and spin: 109.58 kcal per mole
- Highest occupied orbital energy: -3.42 eV
- Kohn-Sham gap: 6.771 eV

Structure (XYZ):
```
16
C7H6NO2 | the OMol25 dataset | ωB97M-V/def2-TZVPD
C 1.04 -1.31 0.17
N -0.14 -0.61 0.04
C -0.52 0.65 -0.71
C -2.08 0.41 -0.45
C -1.43 -1.09 0.17
O -1.92 -2.11 0.46
C -3.23 1.51 -1.26
C -4.08 1.39 -0.19
O -5.24 1.63 0.12
C -2.77 1.39 0.41
H 1.68 -0.82 -0.65
H 1.71 -1.30 1.19
H 0.89 -2.31 0.01
H -0.23 0.46 -1.70
H -0.08 1.55 -0.37
H -2.28 2.01 1.10
```

Electronic structure analysis, natural (NBO) charges in units of e: number 1, C, carries -0.377; number 2, N, carries -0.486; number 3, C, carries -0.218; number 4, C, carries -0.187; number 5, C, carries 0.729; number 6, O, carries -0.602; number 7, C, carries -0.254; number 8, C, carries 0.371; number 9, O, carries -0.674; number 10, C, carries -0.357; number 11, H, carries 0.188; number 12, H, carries 0.156; number 13, H, carries 0.197; number 14, H, carries 0.171; number 15, H, carries 0.173; number 16, H, carries 0.171

---

# 4
This record from the OMol25 dataset describes C40H36ClN3PbSi2 as an isolated structure. The level of theory is ωB97M-V/def2-TZVPD.

## Properties
- LUMO: -8.7 eV
- Net charge: +2
- Energy above the lowest of the compared OMol25 structures with the same formula, charge and spin: 0.00 kcal per mole
- Highest occupied orbital energy: -12.14 eV
- Kohn-Sham gap: 3.440 eV

Structure (XYZ):
```
83
C40H36ClN3PbSi2 | the OMol25 dataset | ωB97M-V/def2-TZVPD
C -1.72 -0.68 5.19
C -2.57 -0.04 4.22
C -2.67 -0.91 3.07
H -3.04 0.93 4.33
C -1.87 -2.09 3.34
C -1.29 -1.94 4.64
H -0.62 -2.65 5.12
H -1.45 -0.28 6.17
H -3.21 -0.71 2.16
H -1.68 -2.89 2.63
Pb -0.31 -0.20 3.23
Si 2.87 0.17 -5.37
C 1.89 1.66 -5.87
C 2.30 2.49 -6.93
H 3.20 2.24 -7.49
C 1.56 3.62 -7.28
H 1.90 4.25 -8.11
C 0.40 3.95 -6.59
H -0.17 4.83 -6.86
C -0.02 3.14 -5.53
H -0.93 3.39 -4.99
C 0.71 2.01 -5.18
H 0.36 1.38 -4.36
C 1.96 -1.39 -5.81
C 0.75 -1.35 -6.51
H 0.32 -0.39 -6.80
C 0.07 -2.52 -6.86
H -0.87 -2.46 -7.41
C 0.59 -3.76 -6.50
H 0.06 -4.67 -6.76
C 1.79 -3.83 -5.79
H 2.20 -4.79 -5.50
C 2.47 -2.66 -5.45
H 3.40 -2.72 -4.89
H 3.14 0.15 -3.92
Si -0.31 -0.02 0.73
C -0.87 -1.61 -0.06
C -1.94 -1.60 -0.96
H -2.39 -0.65 -1.26
C -2.45 -2.79 -1.50
H -3.28 -2.75 -2.20
C -1.88 -4.01 -1.15
H -2.27 -4.93 -1.57
C -0.80 -4.04 -0.27
H -0.34 -4.99 0.00
C -0.30 -2.85 0.27
H 0.54 -2.90 0.96
C -1.41 1.31 0.03
C -2.65 1.66 0.59
H -2.96 1.19 1.52
C -3.47 2.63 0.00
H -4.42 2.88 0.46
C -3.07 3.26 -1.17
H -3.71 4.01 -1.63
C -1.85 2.93 -1.75
H -1.53 3.42 -2.67
C -1.03 1.96 -1.16
H -0.08 1.71 -1.62
H 4.18 0.24 -6.07
Cl 1.59 0.37 -0.01
C 2.14 -2.93 7.80
C 1.90 -1.61 8.18
C 1.57 -0.66 7.22
C 1.46 -1.02 5.87
C 1.73 -2.35 5.49
C 2.06 -3.29 6.46
N 1.07 -0.07 4.92
N 1.50 1.20 5.17
C 0.97 2.19 4.41
C 1.42 3.51 4.63
C 0.88 4.55 3.91
C -0.12 4.28 2.98
C -0.53 2.99 2.80
N -0.01 1.96 3.46
H 2.40 -3.67 8.56
H 1.96 -1.31 9.23
H 1.37 0.36 7.53
H 1.65 -2.64 4.43
H 2.25 -4.32 6.17
H 2.18 3.67 5.38
H 1.21 5.56 4.08
H -0.57 5.08 2.40
H -1.33 2.79 2.06
```

Electronic structure analysis, Mulliken charges in units of e: number 1, C, carries -0.668; number 2, C, carries -0.745; number 3, C, carries -0.494; number 4, H, carries 0.528; number 5, C, carries -0.689; number 6, C, carries -0.472; number 7, H, carries 0.804; number 8, H, carries 0.578; number 9, H, carries 0.793; number 10, H, carries 0.662; number 11, Pb, carries 1.171; number 12, Si, carries 0.353; number 13, C, carries 0.253; number 14, C, carries -0.449; number 15, H, carries 0.338; number 16, C, carries -0.577; number 17, H, carries 0.374; number 18, C, carries -0.544; number 19, H, carries 0.390; number 20, C, carries -0.507; number 21, H, carries 0.336; number 22, C, carries -0.107; number 23, H, carries 0.522; number 24, C, carries 0.358; number 25, C, carries 0.043; number 26, H, carries 0.373; number 27, C, carries -0.724; number 28, H, carries 0.382; number 29, C, carries -0.433; number 30, H, carries 0.410; number 31, C, carries -0.606; number 32, H, carries 0.381; number 33, C, carries -0.516; number 34, H, carries 0.350; number 35, H, carries -0.209; number 36, Si, carries 0.199; number 37, C, carries 0.681; number 38, C, carries -0.100; number 39, H, carries 0.374; number 40, C, carries -0.756; number 41, H, carries 0.433; number 42, C, carries -0.566; number 43, H, carries 0.436; number 44, C, carries -0.564; number 45, H, carries 0.449; number 46, C, carries -0.592; number 47, H, carries 0.425; number 48, C, carries 1.027; number 49, C, carries -0.381; number 50, H, carries 0.260; number 51, C, carries -0.670; number 52, H, carries 0.444; number 53, C, carries -0.710; number 54, H, carries 0.421; number 55, C, carries -0.570; number 56, H, carries 0.330; number 57, C, carries -0.633; number 58, H, carries 0.437; number 59, H, carries -0.174; number 60, Cl, carries -0.333; number 61, C, carries -0.485; number 62, C, carries -0.681; number 63, C, carries -0.326; number 64, C, carries 0.418; number 65, C, carries -0.497; number 66, C, carries -0.568; number 67, N, carries 0.479; number 68, N, carries -0.613; number 69, C, carries 0.214; number 70, C, carries -0.397; number 71, C, carries -0.470; number 72, C, carries -0.868; number 73, C, carries 0.275; number 74, N, carries -0.071; number 75, H, carries 0.419; number 76, H, carries 0.398; number 77, H, carries 0.483; number 78, H, carries 0.541; number 79, H, carries 0.418; number 80, H, carries 0.578; number 81, H, carries 0.444; number 82, H, carries 0.529; number 83, H, carries 0.252

---

# 5
This record from the OMol25 dataset describes a 2-piece molecular cluster, C5H10O overall. The level of theory is ωB97M-V/def2-TZVPD.

## Properties
- LUMO (spin up / spin down): 2.8 / 2.8 eV
- Net charge: -1
- Energy above the lowest of the compared OMol25 structures with the same formula, charge and spin: 70.93 kcal per mole
- <S²>: 0.771
- Highest occupied orbital energy (spin up / spin down): -0.07 / -1.76 eV
- Kohn-Sham gap (spin up / spin down): 2.839 / 4.528 eV
- Spin multiplicity: 2

Structure (XYZ):
```
16
C5H10O | the OMol25 dataset | ωB97M-V/def2-TZVPD
C 1.39 1.59 -1.55
C 1.28 0.24 -1.54
C 1.41 -0.56 -0.30
C 1.41 -0.37 1.00
C 1.90 -1.33 2.25
H 0.56 2.25 -1.93
H 2.21 2.23 -1.25
H 0.83 -0.23 -2.44
H 1.32 -1.75 -0.48
H 0.85 0.41 1.52
H 2.41 -0.92 3.04
H 0.95 -1.64 2.64
H 2.29 -2.30 1.87
H -6.28 0.06 -0.49
H -5.76 0.80 0.54
O -5.46 0.46 -0.28
```

Electronic structure analysis, natural (NBO) charges in units of e: number 1, C, carries -0.638; number 2, C, carries -0.394; number 3, C, carries -0.238; number 4, C, carries -0.351; number 5, C, carries -0.635; number 6, H, carries 0.135; number 7, H, carries 0.153; number 8, H, carries 0.156; number 9, H, carries 0.113; number 10, H, carries 0.154; number 11, H, carries 0.184; number 12, H, carries 0.179; number 13, H, carries 0.183; number 14, H, carries 0.449; number 15, H, carries 0.453; number 16, O, carries -0.903

---

# 6
This record from the OMol25 dataset describes C18H34F2O12S2Tl as an isolated structure. The level of theory is ωB97M-V/def2-TZVPD.

## Properties
- LUMO (spin up / spin down): 0.3 / -3.2 eV
- Net charge: 0
- <S²>: 0.769
- Highest occupied orbital energy (spin up / spin down): -8.76 / -7.65 eV
- Kohn-Sham gap (spin up / spin down): 9.086 / 4.440 eV
- Spin multiplicity: 2

Structure (XYZ):
```
69
C18H34F2O12S2Tl | the OMol25 dataset | ωB97M-V/def2-TZVPD
Tl -13.45 11.09 -8.34
F -15.16 12.98 -6.91
F -14.83 10.58 -10.84
O -12.04 13.70 -8.27
C -11.77 14.91 -8.25
O -12.64 15.85 -7.68
C -12.03 17.13 -7.72
C -10.54 16.79 -7.86
C -10.56 15.65 -8.81
H -12.12 17.66 -6.77
H -12.58 17.73 -8.45
H -10.13 16.44 -6.91
H -10.01 17.68 -8.19
H -9.69 15.00 -8.74
H -10.76 15.92 -9.85
O -14.48 10.08 -5.75
C -15.31 10.14 -4.84
O -15.01 9.93 -3.56
C -16.19 9.93 -2.78
C -17.24 10.72 -3.62
C -16.70 10.52 -5.04
H -15.97 10.28 -1.77
H -16.22 8.84 -2.76
H -17.35 11.77 -3.32
H -18.15 10.16 -3.39
H -16.83 11.41 -5.64
H -16.97 9.68 -5.68
O -11.44 9.43 -6.87
C -10.87 8.80 -5.99
O -10.11 7.77 -6.22
C -9.76 7.03 -5.08
C -10.16 8.01 -3.92
C -11.04 9.04 -4.51
H -8.70 6.82 -4.98
H -10.23 6.06 -4.93
H -9.25 8.46 -3.53
H -10.64 7.51 -3.08
H -10.90 10.05 -4.11
H -12.11 8.91 -4.39
O -10.60 14.04 -5.38
S -11.64 13.06 -5.03
O -12.02 12.01 -5.96
O -11.08 12.27 -3.67
C -10.01 12.82 -2.97
C -8.76 12.22 -3.52
C -13.16 13.91 -4.47
H -10.11 12.50 -1.94
H -10.00 13.87 -2.69
H -8.22 13.04 -3.99
H -9.03 11.54 -4.33
H -8.08 11.79 -2.79
H -13.54 14.38 -5.38
H -12.86 14.66 -3.75
H -13.80 13.17 -4.00
O -15.42 6.30 -7.07
S -14.04 6.89 -7.06
O -13.70 8.16 -7.78
O -13.57 7.08 -5.44
C -13.98 6.11 -4.48
C -13.53 6.59 -3.08
C -12.81 5.63 -7.62
H -13.56 5.13 -4.71
H -15.05 5.89 -4.51
H -13.73 5.87 -2.28
H -13.94 7.54 -2.74
H -12.45 6.63 -2.95
H -11.89 6.17 -7.81
H -13.14 5.24 -8.58
H -12.74 4.74 -6.98
```

Electronic structure analysis, natural (NBO) charges in units of e: number 1, Tl, carries 1.076; number 2, F, carries -0.817; number 3, F, carries -0.322; number 4, O, carries -0.584; number 5, C, carries 0.820; number 6, O, carries -0.495; number 7, C, carries -0.073; number 8, C, carries -0.430; number 9, C, carries -0.525; number 10, H, carries 0.187; number 11, H, carries 0.188; number 12, H, carries 0.230; number 13, H, carries 0.216; number 14, H, carries 0.244; number 15, H, carries 0.237; number 16, O, carries -0.609; number 17, C, carries 0.806; number 18, O, carries -0.496; number 19, C, carries -0.075; number 20, C, carries -0.434; number 21, C, carries -0.565; number 22, H, carries 0.195; number 23, H, carries 0.183; number 24, H, carries 0.228; number 25, H, carries 0.223; number 26, H, carries 0.305; number 27, H, carries 0.256; number 28, O, carries -0.594; number 29, C, carries 0.813; number 30, O, carries -0.478; number 31, C, carries -0.068; number 32, C, carries -0.431; number 33, C, carries -0.564; number 34, H, carries 0.190; number 35, H, carries 0.178; number 36, H, carries 0.207; number 37, H, carries 0.209; number 38, H, carries 0.274; number 39, H, carries 0.270; number 40, O, carries -0.948; number 41, S, carries 2.310; number 42, O, carries -0.900; number 43, O, carries -0.709; number 44, C, carries -0.090; number 45, C, carries -0.650; number 46, C, carries -0.829; number 47, H, carries 0.183; number 48, H, carries 0.201; number 49, H, carries 0.222; number 50, H, carries 0.230; number 51, H, carries 0.213; number 52, H, carries 0.304; number 53, H, carries 0.224; number 54, H, carries 0.254; number 55, O, carries -0.899; number 56, S, carries 2.258; number 57, O, carries -0.866; number 58, O, carries -0.708; number 59, C, carries -0.074; number 60, C, carries -0.638; number 61, C, carries -0.851; number 62, H, carries 0.169; number 63, H, carries 0.203; number 64, H, carries 0.223; number 65, H, carries 0.228; number 66, H, carries 0.207; number 67, H, carries 0.264; number 68, H, carries 0.255; number 69, H, carries 0.241